Molecular formula: C62H131NO37P5
Method: DFT, the ωB97M-V functional and the def2-TZVPD basis

HOMO-LUMO gap ... 0.161 Ha
Charge ... +1

Last column: Löwdin charge in e.
Geometry (Å):
C: 0.590 0.045 2.494  0.037
C: 0.986 0.804 1.165  -0.376
C: 0.891 -0.197 -0.007  -0.100
C: -0.574 -0.574 -0.212  -0.169
C: -1.315 0.597 -0.729  -0.142
C: -1.378 1.812 0.241  -0.374
N: 0.033 1.960 0.935  0.204
O: 0.341 3.115 1.666  0.130
C: -2.447 1.613 1.258  0.008
C: -1.687 3.025 -0.612  -0.001
C: 2.434 1.280 1.232  -0.016
H: -0.353 -0.502 2.485  0.060
H: 0.231 0.708 3.281  0.077
H: 1.402 -0.603 2.825  0.094
H: 1.399 -1.132 0.232  0.114
H: 1.313 -0.036 -0.999  0.114
H: -1.022 -0.909 0.723  0.089
H: -0.808 -1.423 -0.855  0.124
H: -2.302 0.257 -1.043  0.115
H: -0.989 0.888 -1.728  0.111
H: -3.260 1.007 0.857  0.094
H: -2.791 2.565 1.663  0.104
H: -2.094 1.119 2.164  0.078
H: -0.856 3.332 -1.246  0.081
H: -1.811 4.004 -0.149  0.073
H: -2.551 2.873 -1.260  0.102
H: 2.735 1.905 2.073  0.081
H: 2.758 1.753 0.305  0.084
H: 3.088 0.409 1.274  0.083
C: 5.720 1.242 -3.246  -0.005
C: 6.375 1.218 -4.433  -0.035
C: 6.755 0.028 -4.966  -0.302
C: 6.286 -1.193 -4.441  -0.007
C: 5.530 -1.137 -3.259  -0.027
C: 5.286 0.054 -2.600  -0.282
O: 4.555 0.123 -1.413  0.004
O: 7.621 0.167 -6.052  0.030
H: 5.499 2.223 -2.852  0.083
H: 6.799 2.108 -4.874  0.130
H: 6.616 -2.135 -4.854  0.110
H: 5.207 -2.055 -2.791  0.111
H: 4.571 -0.731 -0.976  0.034
H: 7.752 -0.594 -6.623  0.098
C: -0.877 -4.255 -3.768  -0.055
C: -0.759 -4.556 -2.417  -0.014
C: -1.386 -5.641 -1.846  -0.335
C: -2.135 -6.413 -2.733  -0.015
C: -2.282 -6.086 -4.086  0.013
C: -1.497 -5.078 -4.645  -0.330
O: -1.436 -4.763 -5.981  0.047
O: -1.354 -5.936 -0.525  0.025
H: -0.498 -3.323 -4.163  0.104
H: -0.207 -3.863 -1.798  0.100
H: -2.536 -7.333 -2.336  0.115
H: -2.880 -6.727 -4.717  0.118
H: -0.533 -4.580 -6.250  0.064
H: -2.233 -6.162 -0.214  0.108
C: 2.739 -3.906 -0.554  -0.016
C: 1.870 -4.902 -0.169  0.008
C: 1.480 -4.883 1.208  -0.266
C: 1.981 -3.975 2.154  0.025
C: 2.955 -3.059 1.695  -0.024
C: 3.399 -3.094 0.387  -0.307
O: 4.383 -2.255 -0.071  0.017
O: 0.444 -5.713 1.547  0.013
H: 3.183 -3.947 -1.538  0.102
H: 1.507 -5.555 -0.949  0.112
H: 1.653 -4.036 3.181  0.090
H: 3.468 -2.400 2.379  0.093
H: 4.884 -1.852 0.642  0.078
H: -0.147 -5.955 0.830  0.050
C: 4.292 -2.711 -7.097  -0.106
O: 3.698 -3.867 -6.549  -0.201
P: 2.646 -3.749 -5.322  0.502
O: 1.303 -4.278 -5.582  -0.210
O: 3.490 -4.549 -4.169  -0.255
C: 3.508 -6.030 -4.242  -0.054
O: 2.710 -2.173 -4.825  -0.225
C: 2.014 -1.842 -3.591  -0.063
H: 4.538 -2.869 -8.147  0.092
H: 5.229 -2.443 -6.609  0.068
H: 3.526 -1.938 -7.154  0.092
H: 3.043 -6.537 -5.087  0.093
H: 3.026 -6.388 -3.332  0.077
H: 4.570 -6.252 -4.136  0.089
H: 2.636 -1.236 -2.932  0.076
H: 1.756 -2.801 -3.140  0.057
H: 1.023 -1.420 -3.754  0.067
C: -0.851 0.086 -4.929  -0.087
O: -1.662 -0.550 -3.941  -0.232
P: -3.277 -0.277 -3.954  0.476
O: -4.003 -0.438 -5.237  -0.223
O: -3.760 -1.350 -2.846  -0.241
C: -4.018 -2.695 -3.247  -0.083
O: -3.467 1.140 -3.156  -0.239
C: -4.578 1.935 -3.610  -0.088
H: -1.423 0.649 -5.667  0.071
H: -0.386 -0.751 -5.449  0.086
H: 0.015 0.650 -4.584  0.077
H: -5.106 -2.758 -3.242  0.096
H: -3.530 -3.463 -2.648  0.080
H: -3.641 -2.873 -4.254  0.083
H: -4.650 2.855 -3.029  0.072
H: -5.513 1.377 -3.579  0.091
H: -4.395 2.131 -4.666  0.079
C: -2.851 -5.516 2.786  -0.168
O: -2.154 -4.406 3.146  -0.222
P: -2.867 -2.888 3.041  0.579
O: -3.061 -2.475 1.584  -0.265
O: -4.221 -3.003 3.903  -0.210
C: -5.502 -2.890 3.270  -0.095
O: -1.903 -1.897 3.949  -0.237
C: -1.777 -2.184 5.344  -0.129
H: -3.806 -5.336 2.292  0.085
H: -2.981 -6.164 3.653  0.099
H: -2.477 -6.164 1.994  0.074
H: -5.779 -2.072 2.604  0.071
H: -6.251 -2.779 4.054  0.090
H: -5.819 -3.835 2.830  0.088
H: -0.804 -1.806 5.657  0.075
H: -1.875 -3.213 5.690  0.077
H: -2.573 -1.794 5.978  0.090
C: 2.351 7.733 -1.318  -0.102
O: 2.399 7.069 -0.070  -0.238
P: 2.765 5.470 0.026  0.478
O: 1.675 4.567 -0.458  -0.259
O: 4.158 5.444 -0.795  -0.213
C: 5.059 4.351 -0.900  -0.083
O: 3.152 5.202 1.558  -0.213
C: 2.342 5.699 2.636  -0.083
H: 2.495 7.120 -2.208  0.088
H: 3.206 8.407 -1.276  0.093
H: 1.427 8.310 -1.356  0.086
H: 4.880 3.567 -0.164  0.079
H: 6.064 4.702 -0.666  0.099
H: 5.005 3.859 -1.871  0.062
H: 2.922 6.313 3.325  0.093
H: 2.074 4.875 3.297  0.073
H: 1.441 6.229 2.327  0.083
C: 2.544 -2.552 5.813  -0.122
O: 2.346 -3.945 5.703  -0.244
P: 1.280 -4.680 6.684  0.505
O: 0.127 -3.802 7.070  -0.245
O: 0.942 -6.150 6.014  -0.215
C: 0.218 -6.225 4.763  -0.084
O: 2.170 -5.115 7.972  -0.216
C: 3.477 -5.674 7.786  -0.099
H: 2.790 -2.060 6.754  0.095
H: 1.675 -2.056 5.380  0.076
H: 3.479 -2.403 5.274  0.083
H: -0.750 -6.675 4.981  0.089
H: 0.646 -6.872 3.998  0.089
H: 0.128 -5.223 4.343  0.056
H: 4.065 -5.545 8.695  0.089
H: 4.020 -5.320 6.910  0.085
H: 3.355 -6.757 7.784  0.089
C: 5.940 -1.562 3.248  -0.082
O: 5.558 -0.592 2.261  -0.205
C: 5.794 0.787 2.669  -0.140
C: 5.250 1.129 4.071  -0.175
O: 3.859 0.736 4.274  -0.227
C: 3.260 0.955 5.527  -0.094
H: 5.499 -1.311 4.213  0.068
H: 7.022 -1.560 3.378  0.097
H: 5.704 -2.570 2.908  0.092
H: 5.265 1.569 2.125  0.109
H: 6.858 1.010 2.584  0.132
H: 5.367 2.133 4.480  0.132
H: 5.833 0.498 4.742  0.098
H: 3.988 0.759 6.315  0.093
H: 2.624 0.117 5.811  0.062
H: 2.814 1.949 5.477  0.090
C: -5.888 1.454 1.474  -0.101
O: -5.520 1.193 0.118  -0.184
C: -5.988 -0.111 -0.224  -0.204
C: -7.473 -0.258 -0.444  -0.192
O: -7.974 0.611 -1.480  -0.150
C: -9.234 0.304 -1.887  -0.157
H: -6.866 1.934 1.522  0.090
H: -5.220 2.235 1.837  0.079
H: -5.890 0.571 2.114  0.085
H: -5.535 -0.853 0.434  0.115
H: -5.556 -0.266 -1.213  0.111
H: -7.930 -0.182 0.543  0.118
H: -7.667 -1.310 -0.656  0.125
H: -9.419 1.003 -2.703  0.095
H: -10.070 0.452 -1.203  0.088
H: -9.306 -0.730 -2.224  0.089
C: -1.014 6.755 0.493  -0.084
O: -2.115 6.324 -0.293  -0.220
C: -3.172 7.210 -0.499  -0.218
C: -3.996 6.639 -1.647  -0.171
O: -3.128 6.331 -2.778  -0.163
C: -3.737 5.368 -3.682  -0.091
H: -0.483 7.595 0.044  0.084
H: -0.381 5.868 0.474  0.057
H: -1.287 6.904 1.537  0.091
H: -2.769 8.208 -0.670  0.121
H: -3.632 7.365 0.477  0.126
H: -4.769 7.402 -1.744  0.121
H: -4.478 5.728 -1.292  0.119
H: -3.602 5.780 -4.683  0.082
H: -4.820 5.247 -3.679  0.087
H: -3.216 4.412 -3.639  0.065
C: -0.695 3.318 4.841  -0.137
O: -1.507 2.309 4.380  -0.203
C: -1.914 1.268 5.319  -0.132
C: -2.825 1.825 6.431  -0.261
O: -3.958 2.358 5.907  -0.184
C: -4.760 3.180 6.780  -0.060
H: 0.346 3.116 5.094  0.077
H: -1.170 3.906 5.626  0.092
H: -0.531 3.938 3.959  0.073
H: -1.064 0.811 5.826  0.117
H: -2.391 0.486 4.728  0.107
H: -2.329 2.562 7.062  0.116
H: -3.113 1.052 7.144  0.126
H: -5.695 3.269 6.227  0.088
H: -4.294 4.158 6.895  0.092
H: -5.041 2.656 7.694  0.089
C: 1.911 2.277 -2.950  -0.068
O: 1.443 2.685 -4.258  -0.204
C: 1.029 4.072 -4.369  -0.153
C: 0.127 4.200 -5.632  -0.168
O: -0.983 3.313 -5.489  -0.227
C: -1.803 3.182 -6.611  -0.113
H: 1.091 2.245 -2.232  0.061
H: 2.660 3.026 -2.690  0.075
H: 2.313 1.266 -3.008  0.070
H: 1.843 4.795 -4.427  0.119
H: 0.417 4.305 -3.497  0.113
H: 0.745 3.783 -6.427  0.117
H: -0.203 5.158 -6.034  0.126
H: -2.214 4.162 -6.856  0.088
H: -2.515 2.362 -6.516  0.081
H: -1.120 2.934 -7.424  0.089